(1)
Entry from the OMol25 dataset: one molecule with the formula C7H10N2 (wB97M-V/def2-TZVPD).

Last column: Mulliken charge in e.
Positions of all 19 atoms, in Å:
C 0.59924 -1.70770 3.40917  -0.757
C 1.24195 -1.57873 2.22284  -0.096
C 0.68134 -0.71009 1.10123  0.065
N 1.28451 -0.83352 0.01237  -0.461
C 0.82848 -0.08642 -1.21824  -0.848
C -0.52137 0.98788 -1.65013  0.280
C -1.71063 0.23018 -1.89381  -1.124
C -0.36747 2.27494 -1.59959  0.381
N -0.25325 3.48764 -1.60822  -0.581
H 1.07686 -2.37984 4.11400  0.252
H -0.43994 -1.37378 3.72424  0.247
H 2.15122 -1.98693 2.00140  0.425
H -0.24791 -0.13198 1.38679  0.305
H 0.61311 -0.90605 -1.95497  0.302
H 1.65418 0.58217 -1.37894  0.449
H -2.52645 0.88555 -1.78567  0.390
H -1.63703 -0.55958 -1.09398  0.270
H -1.85739 -0.32192 -2.88083  0.240
H -0.56945 4.12818 -0.90764  0.261

Summary:
Net charge   0
Energy above the lowest of the compared OMol25 structures with the same formula, charge and spin   4.757 eV
Multiplicity   1
SMILES   C=C/C=N/CC(C)=C=N



(2)
Entry from the OMol25 dataset: one molecule with the formula C25H29N3O6S (wB97M-V/def2-TZVPD).

Last column: Mulliken charge in e.
Positions of all 64 atoms, in Å:
C -4.31546 -3.05289 -1.21936  -1.387
C -4.56910 -1.97949 -0.17249  -0.648
O -3.39675 -1.19102 -0.07767  -0.019
C -3.38171 -0.11522 0.75606  0.508
C -4.43379 0.25399 1.58422  -0.800
C -4.33503 1.38180 2.38226  -0.852
C -3.19006 2.15393 2.36291  -0.970
C -2.13119 1.79227 1.54701  -0.284
C -2.20737 0.66219 0.74865  -0.430
N -1.13912 0.30728 -0.11360  1.545
C -0.51041 -0.88326 -0.04310  0.956
O 0.32961 -1.24249 -0.85540  -0.724
C -0.79902 -1.77086 1.16305  -1.106
N 0.38656 -2.53025 1.49556  -0.391
S 1.74453 -1.55143 1.75386  1.506
O 2.42966 -2.08885 2.88910  -0.799
O 1.26365 -0.19546 1.85359  -0.690
C 2.82263 -1.75497 0.34152  0.250
C 3.44685 -2.97965 0.20119  -0.699
C 4.29850 -3.18429 -0.87095  -0.675
C 4.51396 -2.16310 -1.78403  -0.610
C 3.88612 -0.93865 -1.62673  -1.056
C 3.03308 -0.72969 -0.55548  0.181
C -0.76000 1.22962 -1.17854  0.236
C -1.96909 1.75116 -1.95687  -0.601
C -2.61168 0.66336 -2.80641  -1.052
C 0.12816 2.39910 -0.71098  -0.045
O 0.15174 3.45129 -1.31910  -0.732
N 0.88727 2.15132 0.36853  0.217
C 1.87186 3.10504 0.85103  -1.092
C 3.25380 2.56699 0.68040  0.492
C 4.11304 2.59802 -0.38051  -0.444
C 5.25203 1.85446 0.01276  -0.582
C 4.99662 1.42561 1.27851  -0.519
O 3.79421 1.85169 1.68883  -0.359
H -5.19364 -3.68403 -1.31935  0.416
H -4.09577 -2.59310 -2.17912  0.303
H -3.46672 -3.66648 -0.92951  0.307
H -4.79188 -2.44015 0.79971  0.455
H -5.42036 -1.35320 -0.47074  0.432
H -5.34089 -0.32833 1.60752  0.450
H -5.16515 1.65362 3.01610  0.396
H -3.11526 3.03528 2.97983  0.443
H -1.23643 2.39136 1.52684  0.523
H -1.61298 -2.46347 0.94239  0.262
H -1.05749 -1.16656 2.03295  0.446
H 0.60505 -3.21383 0.78423  0.431
H 3.26999 -3.74527 0.94084  0.543
H 4.79288 -4.13613 -0.99378  0.402
H 5.17686 -2.32414 -2.62118  0.408
H 4.05719 -0.14349 -2.33564  0.521
H 2.53160 0.21274 -0.41805  0.579
H -0.12938 0.63920 -1.85915  0.551
H -2.69894 2.16304 -1.25637  0.247
H -1.61803 2.56819 -2.58869  0.541
H -2.91119 -0.17631 -2.18473  -0.049
H -3.49040 1.05162 -3.31616  0.452
H -1.91042 0.30057 -3.55465  0.345
H 0.87874 1.25229 0.84416  -0.282
H 1.69121 3.29950 1.91230  0.293
H 1.74262 4.02025 0.26764  0.681
H 3.95127 3.09382 -1.31560  0.561
H 6.13429 1.67036 -0.56509  0.488
H 5.56909 0.83505 1.96551  0.529

Summary:
Net charge   0
Energy above the lowest of the compared OMol25 structures with the same formula, charge and spin   1.651 eV
Multiplicity   1
SMILES   CCOc1ccccc1N(C(=O)CNS(=O)(=O)c1ccccc1)[C@@H](CC)C(=O)NCc1ccco1



(3)
Entry from the OMol25 dataset: C9H21N5O2Se2Sn as an isolated structure (wB97M-V/def2-TZVPD).

Last column: Mulliken charge in e.
Positions of all 40 atoms, in Å:
Sn -1.96513 -0.01222 1.05529  0.277
O -2.68975 -4.72952 -1.44562  -0.510
C -1.25674 -4.62575 -1.63735  -0.852
C -0.63620 -3.29770 -0.95971  1.424
C 0.90855 -3.52776 -1.21896  -0.683
O 1.75699 -2.56219 -0.67594  -0.488
C -0.97091 -3.45411 0.53215  -1.388
Se -0.41584 -2.00227 1.71275  -0.285
C -1.00025 -1.96267 -1.54208  -1.511
Se -2.72162 -1.16813 -1.15858  -0.194
H -3.10542 -3.91792 -1.65888  0.336
H -0.98576 -4.77129 -2.70886  0.347
H -0.81071 -5.46135 -1.09452  0.380
H 0.93305 -3.39467 -2.34230  0.371
H 1.19188 -4.58627 -0.84095  0.272
H 1.36473 -2.13374 0.07714  0.202
H -0.43158 -4.30674 0.87576  0.517
H -2.03585 -3.62960 0.55958  0.524
H -0.93123 -2.11128 -2.63375  0.449
H -0.27940 -1.17467 -1.38220  0.478
C 2.72944 1.63753 1.20274  -1.207
N 1.75405 2.59058 0.67261  0.087
C 2.15500 3.96433 1.11560  -1.086
C 0.53960 2.15191 0.27124  0.582
N 0.08391 0.93853 0.07543  -0.433
N -0.43429 3.12089 -0.08932  -0.340
C -0.92687 4.04983 0.85824  0.322
N -1.62586 5.06134 0.24783  -0.437
N -0.81271 3.82268 2.09233  -0.536
H 3.53720 2.02919 1.79767  0.397
H 3.26709 1.15539 0.41946  0.409
H 2.33315 0.79616 1.85416  0.335
H 1.65570 4.74670 0.49157  0.299
H 3.22468 4.09773 1.00574  0.473
H 1.94375 4.16250 2.14065  0.389
H 0.74204 0.18493 0.22400  0.087
H -1.20553 2.66161 -0.59126  0.361
H -1.38967 5.42754 -0.69754  0.220
H -2.26086 5.63562 0.74918  0.192
H -1.22865 4.59486 2.64664  0.220

Summary:
Net charge   0
Total energy   -5796.96043 hartree
Multiplicity   1



(4)
Entry from the OMol25 dataset: C20H30N5O4PSW as an isolated structure (wB97M-V/def2-TZVPD).

Last column: Mulliken charge in e.
Positions of all 62 atoms, in Å:
W -0.73418 -0.04571 0.63826  1.478
C 2.79708 2.10408 2.22882  -1.815
C 1.48724 1.69104 1.67524  0.817
N 1.05908 0.47725 1.59123  0.941
N 1.84819 -0.64413 1.87802  -1.267
C 1.65924 -1.50155 0.88863  0.678
O 0.64843 -1.22785 0.02054  -0.853
C 2.42935 -2.69268 0.71088  0.602
C 3.65168 -2.84052 1.39351  -0.455
C 4.40002 -3.98246 1.20663  -0.805
C 3.94462 -4.97514 0.34008  -0.396
C 2.73968 -4.83393 -0.34434  -0.850
C 1.98134 -3.69589 -0.16670  -0.264
C 0.55623 2.63714 1.01734  0.795
C 0.74058 3.99858 0.99126  -0.814
C -0.14332 4.79443 0.25640  -0.469
C -1.18106 4.19108 -0.43240  -0.975
C -1.31761 2.81439 -0.37121  0.124
N -0.47138 2.04145 0.33373  -0.115
H 3.35182 1.24944 2.60376  0.347
H 2.65907 2.83475 3.02973  0.475
H 3.38906 2.59368 1.45088  0.436
H 4.01917 -2.04332 2.02577  0.485
H 5.34883 -4.09926 1.71160  0.457
H 4.54230 -5.86468 0.18834  0.445
H 2.40634 -5.61315 -1.01527  0.449
H 1.04305 -3.57737 -0.69056  0.423
H 1.56700 4.44533 1.52718  0.510
H -0.01034 5.86842 0.22356  0.491
H -1.88016 4.77257 -1.01756  0.474
H -2.11785 2.30298 -0.89053  0.604
N -4.49198 -1.00060 2.71255  -0.210
C -3.43027 -1.74434 3.46948  -0.821
P -1.73283 -1.33815 2.89251  1.338
O -1.64235 0.17130 2.54110  -0.786
O -1.33846 -2.03419 1.61665  -0.665
C -0.70779 -1.84045 4.32890  -0.934
N 0.69378 -1.30923 4.36747  -0.017
H -5.42602 -1.27533 3.04567  0.438
H -4.45836 -1.19382 1.70621  0.220
H -4.40939 0.01428 2.83974  0.363
H -3.60093 -2.81500 3.33420  0.457
H -3.55471 -1.50828 4.52723  0.527
H -0.66007 -2.93256 4.28570  0.462
H -1.20338 -1.56849 5.26205  0.550
H 1.27644 -1.91497 4.95719  0.452
H 0.72225 -0.38029 4.79666  0.440
H 1.18193 -1.22607 3.42324  -0.121
O -2.46266 -0.31979 -0.48448  -0.646
S -2.54976 -1.34039 -1.72335  0.397
C -4.00173 -0.76694 -2.65601  -0.476
C -3.49426 -0.27251 -4.01509  -0.769
C -2.11656 0.33456 -3.77653  -0.501
C -1.36357 -0.68899 -2.93301  -0.397
H -4.42018 0.03283 -2.04134  0.231
H -4.70939 -1.59220 -2.71552  0.482
H -4.19913 0.44765 -4.42826  0.387
H -3.43140 -1.10395 -4.71789  0.346
H -2.19846 1.28736 -3.24822  0.104
H -1.58324 0.51828 -4.70844  0.441
H -0.49675 -0.31545 -2.37946  0.206
H -1.05214 -1.56124 -3.51364  0.548

Summary:
⟨S²⟩   2.014
Net charge   +4
Energy above the lowest of the compared OMol25 structures with the same formula, charge and spin   0.657 eV
Multiplicity   3